DFT (ωB97M-V/def2-TZVPD) results for a cluster of 5 separate species, C36H66N2O6S in total.

The geometry in XYZ format:
```
111
C36H66N2O6S | the OMol25 dataset | ωB97M-V/def2-TZVPD
C 2.57 2.12 4.77
C 2.80 1.25 3.36
C 2.32 -0.31 3.53
C 0.70 -0.55 3.41
C -0.15 0.68 2.74
N 0.50 -1.86 2.68
C 0.16 -1.68 1.22
C 1.40 -1.18 0.23
C 1.20 -0.92 -1.38
C 2.45 -0.42 -2.32
C 2.87 1.16 -2.13
C 1.60 2.19 -1.96
C 2.24 3.72 -1.70
C 0.66 2.34 -3.30
C -0.26 -1.16 -2.12
C -0.55 -0.98 -3.73
C -0.36 -2.44 -4.52
C -1.26 -3.64 -3.87
C 1.22 -2.97 -4.47
C -1.52 -1.62 -1.14
O -2.89 -1.85 -1.66
C -3.66 -0.59 -1.71
C -4.55 -0.55 -3.11
N -6.03 -0.33 -2.83
C -6.32 1.10 -2.41
C -6.52 1.29 -0.79
C -7.22 2.73 -0.36
O -7.42 0.20 -0.32
C -1.30 -1.86 0.50
S -2.79 -2.38 1.58
C -1.96 -3.19 3.07
C -2.89 -4.23 3.95
C -2.25 -5.00 5.27
C -0.68 -4.63 5.64
C 0.26 -3.58 4.74
C 1.78 -3.34 5.29
C -0.40 -2.82 3.40
H 2.76 3.27 4.62
H 3.44 1.74 5.49
H 1.56 1.86 5.31
H 3.98 1.22 3.22
H 2.38 1.80 2.41
H 2.95 -1.02 2.82
H 2.63 -0.63 4.63
H 0.27 -0.71 4.52
H -0.16 1.60 3.48
H 0.27 1.07 1.72
H -1.28 0.32 2.67
H 2.46 -0.99 0.69
H 3.39 -1.06 -2.01
H 2.29 -0.59 -3.47
H 3.46 1.52 -3.09
H 3.59 1.34 -1.22
H 0.97 1.93 -1.01
H 2.65 4.05 -2.77
H 3.17 3.69 -0.97
H 1.42 4.50 -1.41
H 0.40 3.45 -3.60
H -0.36 1.75 -3.14
H 1.24 1.85 -4.21
H 0.23 -0.25 -4.26
H -1.64 -0.62 -3.99
H -0.61 -2.31 -5.66
H -0.81 -3.86 -2.79
H -2.41 -3.37 -3.83
H -1.19 -4.63 -4.52
H 1.66 -2.95 -3.36
H 1.35 -4.06 -4.87
H 1.94 -2.26 -5.10
H -2.90 0.29 -1.61
H -4.38 -0.60 -0.76
H -4.48 -1.59 -3.70
H -4.20 0.33 -3.80
H -6.55 -0.48 -3.73
H -7.31 1.46 -2.96
H -5.45 1.83 -2.75
H -5.48 1.27 -0.21
H -7.17 2.77 0.82
H -6.55 3.60 -0.79
H -8.34 2.77 -0.76
H -7.20 0.03 0.64
H -4.01 -4.41 3.62
H -2.86 -5.77 5.92
H -0.21 -5.15 6.61
H 2.50 -3.33 4.36
H 1.77 -2.31 5.90
H 2.06 -4.18 6.08
C 2.12 -7.29 4.24
O 1.58 -6.94 5.50
H 2.50 -8.31 4.29
H 1.35 -7.23 3.48
H 2.95 -6.61 4.00
H 1.25 -6.03 5.43
C 5.33 -0.42 5.65
O 5.82 0.88 5.38
H 4.42 -0.33 6.26
H 5.08 -0.92 4.71
H 6.08 -0.99 6.20
H 6.62 0.77 4.84
C 1.62 7.34 -3.21
O 0.61 6.68 -2.46
H 2.00 6.64 -3.96
H 1.19 8.21 -3.71
H 2.43 7.64 -2.55
H 0.29 7.32 -1.80
C 2.21 6.99 -7.02
O 1.75 5.96 -6.16
H 3.31 6.96 -7.03
H 1.83 6.82 -8.03
H 1.88 7.96 -6.64
H 0.77 6.01 -6.16
```

Results
multiplicity	1
charge	0
LUMO	0.11	eV
SMILES	CCC[C@@H](C)N1c2cc(CCC(C)C)c(CC(C)C)c(OCCNC[C@@H](C)O)c2Sc2cccc(C)c21.CO.CO.CO.CO
total energy	-64476.501	eV
E_HOMO	-7.43	eV

Here are the Löwdin charges for atoms 1 to 99, given in e: number 1, C, carries -0.126; number 2, C, carries -0.240; number 3, C, carries -0.178; number 4, C, carries -0.308; number 5, C, carries -0.077; number 6, N, carries -0.109; number 7, C, carries -0.132; number 8, C, carries 0.061; number 9, C, carries -0.090; number 10, C, carries -0.184; number 11, C, carries -0.194; number 12, C, carries -0.374; number 13, C, carries -0.121; number 14, C, carries -0.102; number 15, C, carries -0.023; number 16, C, carries -0.140; number 17, C, carries -0.359; number 18, C, carries -0.119; number 19, C, carries -0.128; number 20, C, carries -0.110; number 21, O, carries -0.211; number 22, C, carries -0.153; number 23, C, carries -0.185; number 24, N, carries -0.112; number 25, C, carries -0.187; number 26, C, carries -0.379; number 27, C, carries -0.092; number 28, O, carries -0.119; number 29, C, carries -0.281; number 30, S, carries 0.815; number 31, C, carries -0.381; number 32, C, carries -0.074; number 33, C, carries -0.051; number 34, C, carries -0.045; number 35, C, carries -0.109; number 36, C, carries -0.111; number 37, C, carries -0.094; number 38, H, carries 0.082; number 39, H, carries 0.062; number 40, H, carries 0.072; number 41, H, carries 0.104; number 42, H, carries 0.096; number 43, H, carries 0.110; number 44, H, carries 0.082; number 45, H, carries 0.156; number 46, H, carries 0.088; number 47, H, carries 0.077; number 48, H, carries 0.095; number 49, H, carries 0.088; number 50, H, carries 0.119; number 51, H, carries 0.087; number 52, H, carries 0.126; number 53, H, carries 0.109; number 54, H, carries 0.122; number 55, H, carries 0.088; number 56, H, carries 0.076; number 57, H, carries 0.072; number 58, H, carries 0.080; number 59, H, carries 0.072; number 60, H, carries 0.084; number 61, H, carries 0.097; number 62, H, carries 0.114; number 63, H, carries 0.130; number 64, H, carries 0.098; number 65, H, carries 0.074; number 66, H, carries 0.088; number 67, H, carries 0.081; number 68, H, carries 0.078; number 69, H, carries 0.081; number 70, H, carries 0.134; number 71, H, carries 0.126; number 72, H, carries 0.138; number 73, H, carries 0.108; number 74, H, carries 0.109; number 75, H, carries 0.138; number 76, H, carries 0.123; number 77, H, carries 0.137; number 78, H, carries 0.085; number 79, H, carries 0.084; number 80, H, carries 0.097; number 81, H, carries 0.105; number 82, H, carries 0.093; number 83, H, carries 0.087; number 84, H, carries 0.101; number 85, H, carries 0.090; number 86, H, carries 0.087; number 87, H, carries 0.090; number 88, C, carries -0.160; number 89, O, carries -0.152; number 90, H, carries 0.078; number 91, H, carries 0.079; number 92, H, carries 0.073; number 93, H, carries -0.005; number 94, C, carries -0.175; number 95, O, carries -0.140; number 96, H, carries 0.073; number 97, H, carries 0.070; number 98, H, carries 0.079; number 99, H, carries 0.088